*P*
Density functional theory data (wB97M-V/def2-TZVPD) for a cluster of 3 separate species, C3H14N2O3 in total.

## Properties
- Charge: 0
- SMILES: NC[C@H](N)CO.O.O
- HOMO energy: -8.97 eV
- HOMO-LUMO gap: 9.30 eV

Geometry (Å):
H (1.98052, 1.04933, -3.03900)
H (0.51750, -0.60627, 2.71278)
H (-1.09957, 2.17284, 0.04037)
H (0.51686, 1.60642, 1.91065)
H (-0.88987, -2.41263, 1.91110)
H (-1.13580, -1.65214, 0.36934)
O (1.71835, 1.82494, -3.55932)
H (0.09792, -0.26712, -2.15442)
H (1.68876, -1.65658, 1.16385)
C (0.10191, -0.45927, 1.72627)
O (-2.30523, -0.96656, 1.90592)
O (0.85285, -0.58266, -2.66416)
C (-0.31935, 0.99386, 1.56215)
H (1.18236, 1.38067, -4.22784)
N (1.27765, -0.77210, 0.91129)
C (-1.03006, -1.43959, 1.43630)
N (-0.71384, 1.25114, 0.18914)
H (0.52509, -1.21660, -3.30926)
H (1.28624, -0.66567, -0.09132)
H (0.04364, 1.18918, -0.48126)
H (-2.66135, -0.41673, 1.20063)
H (-1.19196, 1.08696, 2.19764)

Atomic partial charges in e from the Löwdin method, atoms 1 to 6: number 1, H, carries 0.004; number 2, H, carries 0.135; number 3, H, carries 0.074; number 4, H, carries 0.115; number 5, H, carries 0.116; number 6, H, carries 0.108

*Q*
Density functional theory data (wB97M-V/def2-TZVPD) for a cluster of 3 separate species, C3H14N2O3 in total.

## Properties
- Charge: 0
- SMILES: NCNCCO.O.O
- HOMO energy: -8.53 eV
- HOMO-LUMO gap: 8.83 eV

Geometry (Å):
O (-0.24292, -1.42835, 1.86298)
H (-2.86730, 0.81559, 0.08649)
H (-0.49503, 1.57447, -0.20671)
H (2.17282, -2.14680, -0.49310)
H (0.80568, -0.29453, -1.53379)
H (-0.51804, 0.43860, -3.33793)
H (2.15273, 1.09113, 0.83069)
H (1.55451, 1.88681, -0.57207)
C (1.76189, -1.36194, -0.04174)
H (2.62457, -1.05166, 0.68385)
H (-0.32820, -1.61293, -0.23366)
H (-0.26787, 0.45257, 0.96894)
H (0.50111, -2.96213, 0.81870)
H (0.45095, -1.51121, 2.54160)
N (1.60093, -0.13664, -0.90723)
O (-2.92306, 1.42260, 0.89824)
O (-1.16920, 0.85514, -2.67461)
N (0.13171, 1.30094, 0.54824)
H (-2.78382, 0.92991, 1.65545)
C (1.40446, 1.04132, 0.00529)
H (-2.02213, 0.41469, -2.85353)
C (0.42915, -1.84100, 0.61397)

Atomic partial charges in e from the Löwdin method, atoms 1 to 6: number 1, O, carries -0.123; number 2, H, carries 0.077; number 3, H, carries 0.049; number 4, H, carries 0.045; number 5, H, carries 0.064; number 6, H, carries 0.084

Stability check: which of them is least stable? *Q*.

*P*
Density functional theory data (wB97M-V/def2-TZVPD) for a cluster of 4 separate species, C3H14N2O3 in total.

## Properties
- Charge: 0
- SMILES: C/C(N)=C/N.O.O.O
- HOMO energy: -7.58 eV
- HOMO-LUMO gap: 8.10 eV

Geometry (Å):
H (-2.39254, 2.64595, 0.43973)
C (0.17551, 1.26941, -1.41697)
H (1.01241, -0.25208, 2.00612)
H (-0.93111, 3.66787, 0.03463)
H (1.22466, -0.17005, -0.44211)
H (-0.14893, -3.27204, 0.72677)
H (-1.65154, 0.60456, 1.20585)
H (-0.54835, -0.29617, 0.31887)
O (1.94754, -0.01425, 2.22925)
H (1.73021, 0.02729, -2.12229)
H (-0.50843, -3.05360, -1.62535)
H (0.27845, 1.98562, -2.27287)
C (-1.52446, 2.79853, -0.24511)
N (0.93610, 0.08044, -1.35347)
H (0.90686, -2.47089, -1.28515)
H (0.81122, -3.23507, 1.86093)
O (-0.07928, -3.21394, 1.67374)
H (1.84862, 0.93036, 2.25461)
O (0.27587, -3.19490, -0.99463)
C (-0.70175, 1.58154, -0.41217)
N (-0.75839, 0.59337, 0.66710)
H (-1.90266, 2.98806, -1.24747)

Atomic partial charges in e from the Löwdin method, atoms 1 to 6: number 1, H, carries 0.088; number 2, C, carries -0.189; number 3, H, carries 0.016; number 4, H, carries 0.076; number 5, H, carries 0.028; number 6, H, carries -0.036

*Q*
Density functional theory data (wB97M-V/def2-TZVPD) for a cluster of 3 separate species, C3H14N2O3 in total.

## Properties
- Charge: 0
- SMILES: NC[C@H](N)CO.O.O
- HOMO energy: -9.08 eV
- HOMO-LUMO gap: 9.54 eV

Geometry (Å):
C (-1.49158, -0.79747, 2.50484)
H (0.64478, -0.43264, 0.24639)
H (-1.26401, 1.80443, 2.14154)
O (3.45122, 0.87681, -5.55073)
H (-1.29783, -1.87317, 2.45427)
H (0.29900, 0.06351, 2.99844)
O (0.15520, -1.26119, -1.79363)
C (-0.53808, 1.31423, 1.48796)
H (-0.14000, -1.13889, -2.70275)
H (-0.72034, 2.05060, -0.43897)
N (0.65557, -0.84441, 1.17055)
H (0.35982, -1.80644, 1.07150)
H (3.90550, 1.00921, -4.71518)
N (-1.03909, 1.26566, 0.11062)
H (-2.42343, -0.12199, 0.82515)
O (-2.61922, -0.71683, 1.57041)
C (-0.22914, -0.07472, 2.04170)
H (-1.91915, -0.44985, 3.43500)
H (4.11371, 0.97951, -6.25037)
H (0.58005, -2.13237, -1.81453)
H (-0.85580, 0.38183, -0.33200)
H (0.37283, 1.90417, 1.53980)

Atomic partial charges in e from the Löwdin method, atoms 1 to 6: number 1, C, carries -0.186; number 2, H, carries 0.025; number 3, H, carries 0.115; number 4, O, carries -0.067; number 5, H, carries 0.109; number 6, H, carries 0.129

Stability check: which of them is least stable? *P*.

*P*
Density functional theory data (wB97M-V/def2-TZVPD) for a cluster of 2 separate species, C3H11N3 in total.

## Properties
- Charge: 0
- SMILES: [H]/N=C/N.CNC
- HOMO energy: -8.90 eV
- HOMO-LUMO gap: 9.73 eV

Geometry (Å):
C (-0.78711, -1.94683, 0.53790)
H (-1.68315, -0.33876, 1.18393)
H (0.01411, -2.37460, -0.08043)
H (-0.65036, 2.23101, -0.32616)
N (-0.84379, -0.60300, 0.60475)
H (-1.06898, -3.68610, 1.33784)
C (0.01655, 2.36822, -1.23490)
H (-0.12581, 0.00909, 0.44472)
H (0.32490, 3.45715, -1.36277)
N (-1.56938, -2.75845, 1.24543)
H (-0.66773, 2.17897, -2.14242)
H (1.18802, 1.70508, 0.90549)
N (1.17828, 1.43307, -1.20943)
H (0.91149, 0.53622, -1.65600)
C (1.73054, 1.00267, 0.15211)
H (2.79401, 1.31807, 0.23527)
H (1.84778, -0.08183, 0.24456)

Atomic partial charges in e from the Löwdin method, atoms 1 to 6: number 1, C, carries -0.388; number 2, H, carries 0.134; number 3, H, carries 0.107; number 4, H, carries 0.064; number 5, N, carries 0.087; number 6, H, carries 0.036

*Q*
Density functional theory data (wB97M-V/def2-TZVPD) for the molecule C3H11N3.

## Properties
- Charge: 0
- SMILES: NCCCNN
- HOMO energy: -8.77 eV
- HOMO-LUMO gap: 9.80 eV

Geometry (Å):
H (-1.63146, 1.84084, -0.73146)
N (-1.99307, 0.05815, 0.05413)
H (0.03111, -0.47995, 1.50328)
H (0.91771, 1.26240, -1.01574)
H (2.35974, -0.54005, 0.76012)
C (1.57215, -0.37378, 0.02018)
C (-0.93757, -0.83648, -0.39705)
H (1.86027, -0.90517, -0.90242)
H (-1.41296, -1.80920, -0.54159)
N (1.44482, 1.06568, -0.17054)
C (0.27041, -0.97379, 0.55789)
H (-2.34250, -0.25202, 0.95817)
H (-0.60844, -0.48362, -1.37977)
H (-0.70125, 1.53899, 0.59606)
H (0.45059, -2.02792, 0.77286)
N (-1.63744, 1.42453, 0.19672)
H (2.35789, 1.49139, -0.28084)

Atomic partial charges in e from the Löwdin method, atoms 1 to 6: number 1, H, carries 0.064; number 2, N, carries -0.170; number 3, H, carries 0.106; number 4, H, carries 0.059; number 5, H, carries 0.108; number 6, C, carries -0.305

*R*
Density functional theory data (wB97M-V/def2-TZVPD) for a cluster of 2 separate species, C3H11N3 in total.

## Properties
- Charge: 0
- HOMO energy (alpha / beta): -7.44 / -6.84 eV
- HOMO-LUMO gap (alpha / beta): 8.07 / 7.42 eV

Geometry (Å):
N (-1.29398, -1.57697, -0.28770)
H (-0.11499, 1.41449, -1.41792)
H (-1.41245, 1.66677, 0.79718)
H (-2.70788, 0.81902, -0.07028)
C (-0.01196, 0.36231, -1.17266)
N (2.73288, -0.13000, 0.81922)
H (-2.16038, 0.23295, 1.50498)
N (1.57589, 0.31738, 0.16895)
H (1.27625, 1.17392, 0.63700)
C (-1.83246, 0.68515, 0.56975)
H (-1.82328, -1.64579, -1.15074)
H (3.17818, -0.85832, 0.27483)
H (-0.52170, -2.23066, -0.35289)
H (3.39375, 0.60376, 1.05575)
C (-0.80100, -0.21089, -0.10623)
H (0.38620, -0.29156, -1.93976)
H (0.13694, -0.33156, 0.67052)

Atomic partial charges in e from the Löwdin method, atoms 1 to 6: number 1, N, carries 0.027; number 2, H, carries 0.066; number 3, H, carries 0.068; number 4, H, carries 0.070; number 5, C, carries -0.002; number 6, N, carries -0.050

Stability check: which of them is least stable? *R*.

*P*
Density functional theory data (wB97M-V/def2-TZVPD) for a cluster of 2 separate species, C3H11N3 in total.

## Properties
- Charge: 0
- SMILES: C=NC.NCN
- HOMO energy: -9.20 eV
- HOMO-LUMO gap: 10.23 eV

Geometry (Å):
H (0.69133, 0.75737, 2.03824)
H (-0.21410, 0.38362, -4.11143)
H (-1.63669, -0.70316, -1.56240)
H (-2.09973, 0.72752, -1.07927)
H (2.32330, 0.34540, 1.47059)
C (1.36522, -0.05893, 1.78922)
H (0.58543, 0.13092, -2.02887)
H (0.94115, -0.59400, 0.93267)
H (-0.08420, 1.73616, -1.67974)
H (-1.73449, 0.48504, -3.55104)
C (-0.32068, 0.74344, -2.04817)
N (1.56224, -0.93344, 2.94202)
H (-0.46712, -0.88282, 3.36386)
C (0.54291, -1.24195, 3.60622)
N (-0.80100, 0.85493, -3.43569)
H (0.61593, -1.89172, 4.47985)
N (-1.26950, 0.14164, -1.12605)

Atomic partial charges in e from the Löwdin method, atoms 1 to 6: number 1, H, carries 0.068; number 2, H, carries 0.052; number 3, H, carries 0.063; number 4, H, carries 0.062; number 5, H, carries 0.062; number 6, C, carries -0.155

*Q*
Density functional theory data (wB97M-V/def2-TZVPD) for a cluster of 2 separate species, C3H11N3 in total.

## Properties
- Charge: 0
- SMILES: C=NC.NCN
- HOMO energy: -9.40 eV
- HOMO-LUMO gap: 10.27 eV

Geometry (Å):
H (-0.91621, 0.98106, -1.45928)
H (-1.25032, 2.62459, 1.83298)
H (1.26970, -0.80835, -0.60999)
H (-0.98801, 0.99821, 1.21070)
C (-1.27462, 2.03943, 0.88807)
H (1.80999, -3.06994, -0.55908)
N (1.71651, -2.61882, 0.37623)
H (0.45911, 2.35886, -1.87309)
H (-0.99134, -2.18969, 0.37461)
H (1.14007, -3.33869, 0.85569)
C (0.82584, -1.44133, 0.15439)
H (-2.26610, 1.90809, 0.46724)
H (0.84378, -0.79218, 1.09986)
C (-0.23482, 1.83021, -1.22738)
N (-0.63184, -1.48651, -0.14790)
H (-0.74772, -1.80976, -1.08198)
N (-0.26486, 2.47217, -0.10665)

Atomic partial charges in e from the Löwdin method, atoms 1 to 6: number 1, H, carries 0.072; number 2, H, carries 0.070; number 3, H, carries 0.089; number 4, H, carries 0.059; number 5, C, carries -0.159; number 6, H, carries 0.066

*R*
Density functional theory data (wB97M-V/def2-TZVPD) for the molecule C3H11N3.

## Properties
- Charge: 0
- SMILES: CCCNNN
- HOMO energy: -7.81 eV
- HOMO-LUMO gap: 9.05 eV

Geometry (Å):
H (0.51329, -1.49180, -0.12384)
N (-1.18825, -0.28883, 0.24495)
C (2.51207, 0.07304, 0.80628)
H (-1.39090, -1.01680, 0.93401)
H (-2.29757, 1.43284, -0.91343)
N (-2.22104, 0.69943, -1.61910)
H (2.87756, 0.20928, -0.21588)
H (0.44317, -0.02307, -1.13516)
C (1.02938, 0.38415, 0.91443)
H (2.71439, -0.95898, 1.10998)
H (0.85998, 1.45101, 0.72879)
H (0.68955, 0.17147, 1.93360)
C (0.20621, -0.44036, -0.14966)
H (3.08643, 0.73498, 1.46279)
H (-3.09656, 0.69657, -2.13973)
H (-2.79727, -1.08797, -0.83429)
N (-1.94042, -0.54496, -1.00374)

Atomic partial charges in e from the Löwdin method, atoms 1 to 6: number 1, H, carries 0.106; number 2, N, carries -0.084; number 3, C, carries -0.138; number 4, H, carries 0.111; number 5, H, carries 0.060; number 6, N, carries -0.042

*S*
Density functional theory data (wB97M-V/def2-TZVPD) for a cluster of 2 separate species, C3H11N3 in total.

## Properties
- Charge: 0
- SMILES: [H]/N=C/N.CNC
- HOMO energy: -8.64 eV
- HOMO-LUMO gap: 9.53 eV

Geometry (Å):
H (1.50015, -0.98055, 0.87046)
H (-1.50418, 0.69068, 1.16425)
H (2.28568, 2.19341, -0.58257)
C (-2.12949, -0.95502, 0.28176)
N (1.51679, 0.28605, -0.87114)
H (3.44777, 1.11116, -1.50858)
N (-1.24559, 0.08536, 0.40306)
H (-3.83852, -1.61600, 0.65274)
H (-1.80820, -1.76577, -0.38372)
H (1.91568, 1.78759, -2.21126)
C (2.40312, 1.38283, -1.30992)
H (1.23182, 0.78751, 1.12194)
H (1.72893, -0.55957, -1.38560)
H (-0.34872, -0.00726, -0.07643)
N (-3.14703, -1.00155, 1.07165)
H (2.85226, 0.15949, 0.80563)
C (1.77893, 0.02179, 0.56479)

Atomic partial charges in e from the Löwdin method, atoms 1 to 6: number 1, H, carries 0.076; number 2, H, carries 0.092; number 3, H, carries 0.080; number 4, C, carries -0.394; number 5, N, carries -0.201; number 6, H, carries 0.080

Stability check: which of them is least stable? *R*.